w | {
  "formula": "C2H9N3O",
  "method": "ωB97M-V/def2-TZVPD",
  "symbols": ["C", "C", "N", "N", "N", "O", "H", "H", "H", "H", "H", "H", "H", "H", "H"],
  "xyz": [[0.54870, -0.86431, 0.32586], [-0.07134, 0.97692, -1.11254], [-0.27214, 0.20679, 0.57547], [0.24040, 1.14087, 1.50694], [0.00948, -1.85871, -0.49573], [-1.29719, 0.81233, -1.72430], [-1.95631, 0.83845, -1.01520], [0.53679, -1.41287, 1.70621], [1.62211, -0.70487, 0.20914], [-0.52899, 1.71227, 1.84700], [0.65301, 0.68980, 2.32364], [0.65999, -2.21041, -1.18504], [-0.99670, -1.92415, -0.40449], [0.12929, 2.00343, -0.80697], [0.72291, 0.59446, -1.75001]],
  "homo_energy_ev": -7.84,
  "orbital_gap_ev": 8.93,
  "e_lumo_ev": 1.091,
  "charge": 0
}


x | {
  "formula": "C2H9N3O",
  "method": "ωB97M-V/def2-TZVPD",
  "symbols": ["C", "C", "N", "N", "N", "O", "H", "H", "H", "H", "H", "H", "H", "H", "H"],
  "xyz": [[0.47494, -0.09120, -0.62712], [-1.89675, -0.64793, 0.70970], [0.85024, 0.31271, 0.60778], [-0.61662, -1.26417, 0.42883], [2.33061, 1.22171, 0.08373], [-0.24688, 0.76568, -1.37640], [-0.66004, 1.41140, -0.78216], [1.37400, -0.38446, 1.12024], [-0.71597, -1.95449, -0.31621], [1.06831, -0.75509, -1.25979], [2.80443, 0.75738, -0.69868], [1.96599, 2.09630, -0.29363], [-2.36825, -0.15931, -0.15818], [-2.59899, -1.40857, 1.06945], [-1.76502, 0.10006, 1.49244]],
  "homo_energy_ev": -8.60,
  "orbital_gap_ev": 9.45,
  "e_lumo_ev": 0.847,
  "charge": 0
}


Which is most stable? The ranking, best first, is x, w.